1 | 2 unconnected molecules or ions with the total composition C5H8BrN2, computed with ωB97M-V/def2-TZVPD.

Results
Kohn-Sham gap	9.43	eV
HOMO energy	-13.61	eV
charge	+1

```
16
Properties=species:S:1:pos:R:3:nbo_charge:R:1
C -2.322 0.517 0.164 -0.057
C -2.215 -0.080 -1.097 -0.252
C 0.022 0.283 0.498 0.469
C -1.238 0.733 0.919 -0.278
C -1.012 -0.607 -1.462 0.094
N 0.097 -0.408 -0.673 -0.471
N 1.214 0.472 1.137 -0.768
Br 4.121 -0.796 0.301 -0.248
H -3.158 0.874 0.590 0.237
H -2.965 0.002 -1.776 0.249
H 5.320 -0.793 -0.509 0.266
H -1.309 1.003 1.934 0.245
H -0.811 -1.092 -2.347 0.235
H 0.956 -0.927 -0.726 0.436
H 1.258 1.014 1.995 0.428
H 2.041 -0.194 1.052 0.415
```

=====

2 | A molecular structure, C5H8BrN2, computed with ωB97M-V/def2-TZVPD.

Results
Kohn-Sham gap	7.78	eV
HOMO energy	-13.88	eV
charge	+1

```
16
Properties=species:S:1:pos:R:3:nbo_charge:R:1
C 1.348 0.084 -0.070 -0.138
C 0.461 0.522 -1.166 0.239
C -0.806 -0.520 0.385 0.266
C 0.795 -1.255 2.041 -0.396
C -1.968 0.686 -1.465 -0.440
N 0.405 -0.522 0.850 -0.375
N -0.775 0.164 -0.812 -0.336
Br 1.977 1.976 0.270 0.151
H 2.304 -0.432 -0.098 0.306
H 0.602 0.946 -2.102 0.262
H 1.723 -0.884 2.439 0.225
H -0.063 -1.039 2.649 0.252
H 0.862 -2.246 1.840 0.225
H -2.039 1.751 -1.324 0.238
H -2.012 0.536 -2.570 0.249
H -2.816 0.233 -0.867 0.272
```

=====

From most stable to least stable, the computed energies give 1, 2.

=====

1 | 4 unconnected molecules or ions with the total composition C5H6ClFO, computed with ωB97M-V/def2-TZVPD.

Results
Kohn-Sham gap	10.37	eV
HOMO energy	-10.19	eV

```
14
Properties=species:S:1:pos:R:3:nbo_charge:R:1
C 0.104 -1.256 1.304 -0.675
C 0.543 -0.248 0.187 -0.319
C 1.776 -0.290 -0.542 0.423
C -0.702 0.287 -0.482 -0.216
C 0.083 1.205 0.633 0.212
H -1.321 -1.554 1.051 0.272
H 0.482 -0.615 2.671 0.237
H 1.008 -2.362 0.835 0.284
H 2.085 0.745 -1.225 0.160
H -0.700 0.505 -1.435 0.223
H -0.148 1.604 1.660 0.233
O 2.514 -1.323 -0.558 -0.512
F 0.698 2.377 0.050 -0.372
Cl -2.272 -0.430 -0.361 0.050
```

=====

2 | C5H6ClFO in the gas phase, computed with ωB97M-V/def2-TZVPD.

Results
Kohn-Sham gap	10.97	eV
HOMO energy	-10.19	eV

```
14
Properties=species:S:1:pos:R:3:nbo_charge:R:1
C 0.482 1.441 -0.017 -0.206
C -0.137 1.015 1.316 -0.476
C 0.512 0.024 0.549 0.295
C 0.118 -1.252 -0.144 0.024
C -0.802 -1.320 -1.304 -0.097
H 1.247 2.171 -0.068 0.245
H 0.544 1.600 2.141 0.260
H -1.234 1.228 1.681 0.268
H 0.362 -2.041 0.657 0.227
H -1.611 -0.668 -1.706 0.219
H -1.124 -2.474 -1.379 0.158
O 0.546 -1.226 -1.498 -0.461
F 1.830 -0.439 1.056 -0.382
Cl -0.734 1.942 -1.283 -0.075
```

=====

From most stable to least stable, the computed energies give 2, 1.

=====

1 | C10H12O4 in the gas phase, computed with ωB97M-V/def2-TZVPD.

Results
Kohn-Sham gap	9.60	eV
HOMO energy	-8.81	eV

```
26
Properties=species:S:1:pos:R:3:nbo_charge:R:1
C -4.270 -0.400 1.011 -0.287
C -2.315 -0.049 -0.350 0.762
C -1.177 0.954 -0.688 -0.186
C 0.891 -0.331 -0.718 0.249
C 0.951 -1.710 -0.932 -0.258
C 2.006 -2.435 -0.303 -0.206
C 2.800 -1.773 0.621 -0.233
C 2.587 -0.437 0.957 -0.222
C 1.592 0.342 0.397 0.232
C 2.018 2.701 -0.493 -0.257
H -3.999 -1.277 1.677 0.184
H -4.993 0.063 1.653 0.204
H -4.731 -0.937 0.081 0.213
H -1.781 1.817 -1.089 0.230
H -0.526 1.434 0.211 0.228
H 0.220 -2.316 -1.501 0.253
H 2.164 -3.602 -0.194 0.228
H 3.586 -2.350 1.054 0.215
H 3.079 -0.016 2.026 0.225
H 1.674 3.627 -0.093 0.195
H 1.218 2.406 -1.359 0.213
H 3.126 2.745 -0.690 0.204
O -3.128 0.431 0.717 -0.514
O -2.519 -1.004 -1.161 -0.579
O -0.103 0.411 -1.435 -0.531
O 1.629 1.707 0.601 -0.562
```

=====

2 | C10H12O4 in the gas phase, computed with ωB97M-V/def2-TZVPD.

Results
Kohn-Sham gap	9.64	eV
HOMO energy	-8.98	eV

```
26
Properties=species:S:1:pos:R:3:nbo_charge:R:1
C 1.689 -1.135 -2.036 -0.255
C 0.963 0.713 -0.704 0.237
C 2.158 1.412 -0.832 -0.284
C 2.346 2.614 -0.142 -0.202
C 1.316 3.159 0.624 -0.225
C 0.086 2.485 0.699 -0.265
C -0.086 1.276 0.050 0.305
C -1.570 0.009 1.376 -0.058
C -0.951 -1.383 1.522 -0.556
C -1.550 -2.421 0.571 0.787
H 1.254 -2.090 -2.374 0.214
H 2.585 -1.340 -1.435 0.182
H 1.972 -0.548 -2.913 0.182
H 2.977 1.021 -1.414 0.223
H 3.302 3.130 -0.224 0.219
H 1.460 4.091 1.166 0.220
H -0.739 2.905 1.263 0.226
H -1.219 0.671 2.177 0.186
H -2.662 -0.082 1.434 0.200
H -1.075 -1.746 2.537 0.245
H 0.122 -1.309 1.325 0.230
H -1.158 -1.241 -0.894 0.516
O 0.678 -0.494 -1.282 -0.519
O -1.279 0.605 0.114 -0.541
O -1.581 -2.111 -0.728 -0.686
O -1.972 -3.480 0.969 -0.581
```

=====

From most stable to least stable, the computed energies give 2, 1.

=====

1 | C3H4FNO in the gas phase, computed with ωB97M-V/def2-TZVPD.

Results
Kohn-Sham gap	11.02	eV
HOMO energy	-10.08	eV

```
10
Properties=species:S:1:pos:R:3:nbo_charge:R:1
C -0.727 -0.098 0.238 0.130
C 0.200 1.071 -0.088 -0.155
C 0.312 -1.295 -0.002 -0.031
H -1.168 0.004 1.295 0.183
H 0.310 1.729 0.786 0.205
H -0.174 1.612 -0.973 0.218
H 0.071 -2.314 0.223 0.212
N 1.436 -0.918 -0.418 -0.048
O 1.495 0.456 -0.403 -0.365
F -1.755 -0.246 -0.659 -0.349
```

=====

2 | 2 unconnected molecules or ions with the total composition C3H4FNO, computed with ωB97M-V/def2-TZVPD.

Results
Kohn-Sham gap (spin up / spin down)	5.90 / 10.86	eV
HOMO energy (spin up / spin down)	-6.75 / -10.41	eV

```
10
Properties=species:S:1:pos:R:3:nbo_charge:R:1
C -1.313 0.902 -0.428 -0.389
C -0.830 -0.083 0.394 -0.513
C -0.608 -1.337 -0.016 0.726
N 2.086 -0.182 0.586 -0.097
O -0.460 -2.430 -0.351 -0.427
F 1.868 1.040 -0.053 -0.249
H -1.438 1.905 -0.071 0.203
H -1.550 0.702 -1.460 0.190
H -0.530 0.132 1.412 0.277
H 2.776 -0.650 -0.014 0.279
```

=====

From most stable to least stable, the computed energies give 1, 2.